Entry 1:
12
Properties=species:S:1:pos:R:3:lowdin_charge:R:1 method="wB97M-V/def2-TZVPD" gap_ev=8.3 e_above_lowest_kcal_mol=35.89 mol_weight_g_mol=73.1 multiplicity=1 largest_force_ev_per_a=2.41 e_homo_ha=-0.27026
C -1.151 -0.982 0.222 -0.05
C 0.115 -0.088 0.219 -0.41
N 1.324 -0.636 0.570 0.09
C -0.030 1.143 -0.296 -0.21
O 1.035 1.945 -0.608 -0.02
H -1.492 -1.090 1.256 0.07
H -0.898 -1.985 -0.138 0.07
H -1.993 -0.618 -0.377 0.07
H 2.099 -0.177 0.091 0.09
H 1.369 -1.649 0.583 0.09
H -1.063 1.316 -0.675 0.12
H 0.685 2.820 -0.845 0.10

***

Entry 2:
13
Properties=species:S:1:pos:R:3:lowdin_charge:R:1 method="wB97M-V/def2-TZVPD" gap_ev=8.4 e_above_lowest_kcal_mol=129.35 mol_weight_g_mol=104.1 multiplicity=1 largest_force_ev_per_a=4.16 charge=+1 e_homo_ha=-0.50390
C 0.887 -2.064 -2.630 -0.02
C -1.130 1.234 1.562 0.00
C -1.134 2.339 2.402 0.08
N 0.578 -0.846 -0.592 -0.07
O 1.077 -0.480 0.464 -0.02
O 1.368 -1.606 -1.332 -0.10
O -0.921 0.237 1.095 0.33
H 1.830 -2.051 -3.292 0.13
H -0.003 -1.413 -3.061 0.14
H 0.575 -3.022 -2.498 0.04
H -0.679 3.243 1.978 0.15
H -0.285 2.035 3.063 0.17
H -2.163 2.394 2.840 0.16

***

Entry 3:
9
Properties=species:S:1:pos:R:3:lowdin_charge:R:1 method="wB97M-V/def2-TZVPD" gap_ev=10.1 e_above_lowest_kcal_mol=118.60 mol_weight_g_mol=89.0 multiplicity=1 largest_force_ev_per_a=2.95 e_homo_ha=-0.37163
O -0.936 -1.927 0.268 0.10
C -1.260 -0.816 0.057 -0.27
C -0.369 0.482 -0.108 -0.15
O 0.959 0.030 -0.343 -0.13
N 2.055 0.692 0.289 -0.02
O 3.117 0.210 0.068 0.06
H -2.340 -0.445 -0.095 0.13
H -0.802 0.843 -1.081 0.13
H -0.424 0.931 0.945 0.15

***

Entry 4:
34
Properties=species:S:1:pos:R:3:lowdin_charge:R:1 method="wB97M-V/def2-TZVPD" gap_ev=6.8 e_above_lowest_kcal_mol=0.00 mol_weight_g_mol=299.2 multiplicity=1 largest_force_ev_per_a=0.29 charge=-1 e_homo_ha=-0.16346
N 0.973 2.969 -3.673 -0.35
P 0.488 1.998 -2.526 0.38
N -1.072 1.594 -2.405 -0.56
P -2.179 2.755 -2.382 0.05
S -2.317 4.027 -0.866 -0.11
H 1.398 3.809 -3.301 -0.09
H 0.946 2.416 -1.253 -0.03
H 1.084 0.731 -2.647 -0.05
H -2.159 3.469 -3.593 -0.06
H -3.391 2.060 -2.527 -0.07
O 0.390 -0.574 -0.566 0.10
C 0.729 -1.711 -0.611 -0.47
O 0.340 -2.631 0.324 0.01
C 0.966 -3.895 0.071 -0.17
C 1.343 -3.873 -1.408 -0.15
C 1.622 -2.390 -1.634 -0.08
H 1.844 -3.981 0.716 0.12
H 0.257 -4.676 0.335 0.12
H 2.180 -4.530 -1.639 0.11
H 0.489 -4.184 -2.011 0.12
H 2.654 -2.119 -1.407 0.13
H 1.379 -2.024 -2.628 0.12
O -0.551 1.452 5.536 0.09
C -0.637 1.118 4.388 -0.50
O -1.387 0.059 4.011 0.01
C -1.233 -0.186 2.593 -0.14
C -0.764 1.135 2.005 -0.15
C 0.033 1.720 3.167 -0.07
H -0.497 -0.982 2.464 0.11
H -2.190 -0.528 2.207 0.13
H -0.204 1.004 1.085 0.09
H -1.620 1.774 1.783 0.11
H 1.074 1.388 3.166 0.13
H 0.015 2.805 3.226 0.12

***

Entry 5:
18
Properties=species:S:1:pos:R:3:lowdin_charge:R:1 method="wB97M-V/def2-TZVPD" gap_ev=8.9 e_above_lowest_kcal_mol=73.66 mol_weight_g_mol=138.1 multiplicity=1 largest_force_ev_per_a=4.63 e_homo_ha=-0.32344
C 0.144 -0.257 -0.313 -0.30
C 0.255 1.082 -0.226 -0.33
C -2.387 -0.728 0.508 -0.03
C -0.005 -0.960 -1.646 -0.07
C 0.930 -1.164 0.679 -0.04
C 0.889 1.810 0.899 -0.01
F -0.164 1.810 -1.250 0.08
F -3.110 -0.564 -0.609 0.03
F -2.612 0.409 1.129 0.05
H 0.853 -0.940 -2.306 0.08
H -0.736 -0.391 -2.122 0.04
H -0.237 -2.076 -1.396 0.12
H 1.509 -0.694 1.412 0.06
H 1.440 -1.980 0.212 0.08
H 0.266 -1.630 1.252 0.02
H 0.343 1.831 1.916 0.13
H 0.753 2.822 0.741 0.05
H 1.868 1.619 1.122 0.05

***

Entry 6:
9
Properties=species:S:1:pos:R:3:lowdin_charge:R:1 method="wB97M-V/def2-TZVPD" gap_ev="6.9 / 8.6" e_above_lowest_kcal_mol=127.40 mol_weight_g_mol=126.0 multiplicity=1 largest_force_ev_per_a=1.90 charge=+1 e_homo_ha="-0.50395 / -0.53620"
C 0.225 0.808 0.360 0.10
C 0.685 -0.173 -0.150 -0.22
N -1.803 1.972 1.200 -0.97
N 1.377 -1.299 -0.701 0.20
Cl -2.645 0.783 1.943 0.66
Cl -2.463 2.628 -0.150 0.66
H 2.265 -0.997 -1.128 0.19
H 0.783 -1.738 -1.417 0.19
H 1.577 -1.983 0.043 0.19

***

Repeat the fifth record exactly.
18
Properties=species:S:1:pos:R:3:lowdin_charge:R:1 method="wB97M-V/def2-TZVPD" gap_ev=8.9 e_above_lowest_kcal_mol=73.66 mol_weight_g_mol=138.1 multiplicity=1 largest_force_ev_per_a=4.63 e_homo_ha=-0.32344
C 0.144 -0.257 -0.313 -0.30
C 0.255 1.082 -0.226 -0.33
C -2.387 -0.728 0.508 -0.03
C -0.005 -0.960 -1.646 -0.07
C 0.930 -1.164 0.679 -0.04
C 0.889 1.810 0.899 -0.01
F -0.164 1.810 -1.250 0.08
F -3.110 -0.564 -0.609 0.03
F -2.612 0.409 1.129 0.05
H 0.853 -0.940 -2.306 0.08
H -0.736 -0.391 -2.122 0.04
H -0.237 -2.076 -1.396 0.12
H 1.509 -0.694 1.412 0.06
H 1.440 -1.980 0.212 0.08
H 0.266 -1.630 1.252 0.02
H 0.343 1.831 1.916 0.13
H 0.753 2.822 0.741 0.05
H 1.868 1.619 1.122 0.05

***

Repeat the fourth record exactly.
34
Properties=species:S:1:pos:R:3:lowdin_charge:R:1 method="wB97M-V/def2-TZVPD" gap_ev=6.8 e_above_lowest_kcal_mol=0.00 mol_weight_g_mol=299.2 multiplicity=1 largest_force_ev_per_a=0.29 charge=-1 e_homo_ha=-0.16346
N 0.973 2.969 -3.673 -0.35
P 0.488 1.998 -2.526 0.38
N -1.072 1.594 -2.405 -0.56
P -2.179 2.755 -2.382 0.05
S -2.317 4.027 -0.866 -0.11
H 1.398 3.809 -3.301 -0.09
H 0.946 2.416 -1.253 -0.03
H 1.084 0.731 -2.647 -0.05
H -2.159 3.469 -3.593 -0.06
H -3.391 2.060 -2.527 -0.07
O 0.390 -0.574 -0.566 0.10
C 0.729 -1.711 -0.611 -0.47
O 0.340 -2.631 0.324 0.01
C 0.966 -3.895 0.071 -0.17
C 1.343 -3.873 -1.408 -0.15
C 1.622 -2.390 -1.634 -0.08
H 1.844 -3.981 0.716 0.12
H 0.257 -4.676 0.335 0.12
H 2.180 -4.530 -1.639 0.11
H 0.489 -4.184 -2.011 0.12
H 2.654 -2.119 -1.407 0.13
H 1.379 -2.024 -2.628 0.12
O -0.551 1.452 5.536 0.09
C -0.637 1.118 4.388 -0.50
O -1.387 0.059 4.011 0.01
C -1.233 -0.186 2.593 -0.14
C -0.764 1.135 2.005 -0.15
C 0.033 1.720 3.167 -0.07
H -0.497 -0.982 2.464 0.11
H -2.190 -0.528 2.207 0.13
H -0.204 1.004 1.085 0.09
H -1.620 1.774 1.783 0.11
H 1.074 1.388 3.166 0.13
H 0.015 2.805 3.226 0.12